Run A
An isolated molecule of C6H9NO, computed with ωB97M-V/def2-TZVPD.

The geometry in XYZ format:
```
17
Properties=species:S:1:pos:R:3:lowdin_charge:R:1
O -0.440 0.827 0.032 -0.08
N 2.658 0.960 -0.024 0.01
C 0.997 -1.107 -0.368 0.02
C -2.599 0.093 -0.079 -0.06
C -1.653 -1.072 0.164 -0.13
C 2.363 -0.499 0.112 -0.25
C -0.256 -0.535 0.135 -0.21
C -1.767 1.150 0.018 -0.15
H -1.456 2.327 -0.276 0.20
H 2.124 1.478 -0.738 0.08
H 2.689 -0.816 1.170 0.14
H 1.135 -2.263 -0.564 0.12
H -1.853 -1.526 -0.671 0.06
H 2.990 -0.871 -0.442 -0.02
H -1.936 -1.626 1.076 0.14
H -3.752 0.294 -0.262 0.15
H 2.464 1.490 0.728 -0.01
```

The charge is 0. As for the HOMO energy: -7.90 eV.

Run B
An isolated molecule of C6H9NO, computed with ωB97M-V/def2-TZVPD.

The geometry in XYZ format:
```
17
Properties=species:S:1:pos:R:3:lowdin_charge:R:1
O 0.121 -1.018 0.089 0.00
N -0.074 1.690 -0.345 -0.09
C -1.258 1.026 -0.029 -0.20
C -2.186 -1.448 -0.097 0.06
C 1.097 1.078 0.286 -0.14
C -1.161 -0.470 -0.114 -0.26
C 1.216 -0.400 0.036 -0.44
C 2.294 -1.229 -0.177 0.08
H 2.195 1.654 0.170 0.19
H -3.094 -0.830 0.097 0.06
H -2.012 -2.531 0.300 0.10
H 3.186 -0.792 -0.423 0.00
H 0.703 1.144 1.386 0.14
H 0.227 1.671 -1.258 0.08
H -2.098 1.443 -0.644 0.14
H -1.322 1.361 1.148 0.18
H 2.166 -2.349 -0.423 0.10
```

The charge is 0. As for the HOMO energy: -8.12 eV.

Run C
A structure of composition C6H9NO, computed with ωB97M-V/def2-TZVPD.

The geometry in XYZ format:
```
17
Properties=species:S:1:pos:R:3:lowdin_charge:R:1
O 0.792 0.267 -1.111 -0.08
N 0.064 -2.552 -0.430 -0.06
C 0.159 1.463 -0.886 -0.36
C 0.525 0.733 1.100 -0.08
C -1.190 0.628 -0.569 0.01
C 0.127 -1.584 0.677 -0.23
C 0.002 -0.171 0.044 -0.47
C 0.798 1.902 0.444 -0.01
H 0.866 -2.245 -1.058 0.09
H 0.899 0.589 2.127 0.12
H 1.059 -1.948 1.215 0.13
H 0.849 2.781 1.230 0.14
H -2.030 0.721 -1.640 0.20
H -0.981 -2.552 -0.878 0.14
H -0.879 -1.497 1.376 0.17
H 0.714 2.233 -1.743 0.20
H -1.776 1.233 0.102 0.07
```

The charge is 0. As for the HOMO energy: -8.98 eV.

Run D
An isolated molecule of C6H9NO, computed with ωB97M-V/def2-TZVPD.

The geometry in XYZ format:
```
17
Properties=species:S:1:pos:R:3:lowdin_charge:R:1
O 0.490 -1.932 -1.686 -0.16
N 0.867 -0.077 1.257 -0.04
C -0.471 -0.509 1.147 -0.19
C 0.009 0.670 -1.141 -0.01
C 1.094 0.841 0.090 -0.11
C -1.071 -0.311 -0.369 -0.13
C -0.410 -0.646 -1.535 -0.33
C 0.686 1.211 1.463 -0.21
H 2.069 0.788 -0.123 0.09
H -2.100 -0.082 -0.418 0.11
H 1.609 1.710 1.720 0.12
H -1.005 -0.791 -2.400 0.14
H -0.191 1.789 1.397 0.12
H -0.659 -1.665 1.156 0.12
H 0.792 -2.242 -0.572 0.20
H -0.226 1.542 -1.690 0.11
H -1.484 -0.297 1.702 0.15
```

The charge is 0. As for the HOMO energy: -9.05 eV.

Last place for stability: run C

Run A
An isolated molecule of C4H5NOS, computed with ωB97M-V/def2-TZVPD.

The geometry in XYZ format:
```
12
Properties=species:S:1:pos:R:3:lowdin_charge:R:1
S -3.046 0.095 -0.087 0.74
O 0.907 2.126 -0.092 -0.08
N 1.366 -1.469 -0.094 0.10
C -0.387 0.294 0.220 -0.31
C 0.809 -0.238 -0.097 -0.14
C -0.283 1.762 0.071 -0.18
C -1.603 -0.387 -0.017 -0.79
H 1.681 0.470 -0.486 0.18
H -1.481 -1.511 0.159 0.07
H 2.338 -1.410 0.102 0.09
H -1.106 2.614 0.076 0.16
H 0.805 -2.344 0.245 0.16
```

The charge is 0. As for the HOMO energy: -8.36 eV.

Run B
An isolated molecule of C4H5NOS, computed with ωB97M-V/def2-TZVPD.

The geometry in XYZ format:
```
12
Properties=species:S:1:pos:R:3:lowdin_charge:R:1
S 1.058 0.849 -0.345 0.82
O 1.928 1.749 -1.055 -0.38
N 0.051 1.605 0.789 -0.09
C -0.357 0.083 -1.290 -0.08
C 2.083 -0.682 0.576 -0.08
C -1.450 0.340 -0.528 -0.11
C -1.187 1.231 0.574 -0.19
H -0.259 -0.250 -2.299 0.09
H 2.649 -0.135 1.213 -0.09
H -2.424 0.069 -0.748 0.08
H -1.914 1.664 1.202 0.10
H 1.246 -1.310 0.647 -0.08
```

The charge is 0. As for the HOMO energy (spin up / spin down): -7.66 / -7.65 eV.

Last place for stability: run B

Run A
An isolated molecule of C4H5NOS, computed with ωB97M-V/def2-TZVPD.

The geometry in XYZ format:
```
12
Properties=species:S:1:pos:R:3:lowdin_charge:R:1
S 0.369 2.027 -2.173 0.72
O -2.348 0.684 1.848 0.05
N -0.738 0.567 0.311 0.07
C 0.890 0.637 -1.478 -0.58
C 0.890 -1.247 0.055 0.10
C 0.361 -0.060 -0.296 -0.38
C -1.368 0.126 1.431 -0.33
H 1.705 0.168 -1.920 0.02
H -1.101 1.379 -0.121 0.08
H 1.736 -1.681 -0.422 0.06
H 0.550 -1.792 0.897 0.05
H -0.946 -0.807 1.867 0.13
```

The charge is 0. As for the HOMO energy: -9.44 eV.

Run B
An isolated molecule of C4H5NOS, computed with ωB97M-V/def2-TZVPD.

The geometry in XYZ format:
```
12
Properties=species:S:1:pos:R:3:lowdin_charge:R:1
S -1.823 -0.440 -0.141 0.97
O -0.982 -1.624 -0.231 -0.56
N 2.083 -1.215 0.519 0.17
C -0.609 0.848 -0.555 -0.44
C 0.741 0.406 -0.876 -0.11
C -0.939 0.716 0.917 -0.27
C 1.304 -0.549 -0.153 -0.21
H 1.161 0.553 -1.843 0.10
H -1.838 1.394 1.188 0.10
H -0.308 0.494 1.720 0.08
H -0.964 1.665 -1.042 0.07
H 2.174 -2.247 0.498 0.10
```

The charge is 0. As for the HOMO energy: -8.42 eV.

Run C
An isolated molecule of C4H5NOS, computed with ωB97M-V/def2-TZVPD.

The geometry in XYZ format:
```
12
Properties=species:S:1:pos:R:3:lowdin_charge:R:1
S 2.475 -0.154 -0.122 0.75
O -1.917 -1.885 0.017 0.06
N -0.700 -1.298 0.002 0.02
C -0.387 -0.117 0.092 -0.39
C 1.079 0.373 0.302 -0.69
C -1.436 0.970 -0.194 -0.09
C -1.379 2.388 0.014 0.01
H -2.451 2.802 0.029 0.06
H -0.608 3.090 -0.133 0.02
H -1.865 -2.728 0.147 0.01
H 0.866 1.300 0.962 0.08
H -2.561 0.469 -0.487 0.16
```

The charge is 0. As for the HOMO energy: -8.71 eV.

Run D
An isolated molecule of C4H5NOS, computed with ωB97M-V/def2-TZVPD.

The geometry in XYZ format:
```
12
Properties=species:S:1:pos:R:3:lowdin_charge:R:1
S 0.532 0.508 1.781 0.99
O -0.903 0.397 1.843 -0.55
N -2.584 -0.480 -0.073 0.20
C -0.485 0.789 -0.668 -0.13
C 0.839 0.602 -0.092 -0.39
C 1.022 -0.707 0.501 -0.25
C -1.577 0.215 -0.082 -0.24
H -3.185 -0.673 0.630 0.03
H 1.537 1.248 -0.442 0.08
H 2.003 -1.007 0.573 0.06
H -0.759 1.524 -1.413 0.10
H 0.202 -1.377 0.350 0.10
```

The charge is 0. As for the HOMO energy: -7.87 eV.

Last place for stability: run C

Run A
A structure of composition C4H5NOS, computed with ωB97M-V/def2-TZVPD.

The geometry in XYZ format:
```
12
Properties=species:S:1:pos:R:3:lowdin_charge:R:1
S 2.931 0.539 -0.319 0.74
O -0.412 1.722 0.101 -0.01
N 1.682 0.061 0.867 -0.36
C -1.522 1.271 -0.363 -0.28
C -0.481 -0.689 -0.118 -0.07
C 0.415 0.127 0.470 -0.23
C -1.644 -0.041 -0.553 -0.13
H 2.754 -0.745 -0.754 -0.11
H -2.191 1.906 -0.933 0.12
H 1.730 0.369 1.826 0.09
H -0.618 -1.737 0.199 0.13
H -2.632 -0.450 -0.757 0.11
```

The charge is 0. As for the HOMO energy: -8.13 eV.

Run B
An isolated molecule of C4H5NOS, computed with ωB97M-V/def2-TZVPD.

The geometry in XYZ format:
```
12
Properties=species:S:1:pos:R:3:lowdin_charge:R:1
S 1.868 0.595 -0.850 0.97
O 2.346 0.255 -2.219 -0.57
N -1.716 0.717 0.797 -0.06
C 0.221 -0.093 -0.506 -0.48
C -2.852 0.459 1.132 0.07
C -0.487 0.537 0.549 -0.22
C 1.314 -1.032 -0.126 -0.24
H 0.150 0.971 1.403 0.16
H -0.447 -0.478 -1.242 0.13
H -3.740 1.106 1.096 0.04
H 1.686 -1.740 -0.925 0.11
H 1.656 -1.296 0.891 0.09
```

The charge is 0. As for the HOMO energy (spin up / spin down): -7.87 / -7.87 eV.

Run C
An isolated molecule of C4H5NOS, computed with ωB97M-V/def2-TZVPD.

The geometry in XYZ format:
```
12
Properties=species:S:1:pos:R:3:lowdin_charge:R:1
S 1.049 0.948 -1.276 0.88
O 1.099 -1.741 1.481 0.08
N -0.653 -0.953 0.302 0.08
C 0.623 -0.858 0.809 -0.52
C -0.708 0.860 -1.267 -0.44
C -1.309 -0.073 -0.532 -0.21
C 1.334 0.442 0.446 -0.38
H -1.253 1.613 -1.868 0.07
H 2.411 0.277 0.596 0.09
H -1.173 -1.709 0.696 0.15
H 0.951 1.252 1.101 0.10
H -2.370 -0.059 -0.488 0.11
```

The charge is 0. As for the HOMO energy: -8.39 eV.

Last place for stability: run B